1.
Entry from OMol25: C6H10 in the gas phase in a non-equilibrium geometry (ωB97M-V with the def2-TZVPD basis set).

Output
F_max	1.0	eV/Å
ΔE to the lowest compared entry with this formula, charge and spin	21.8	kJ/mol
E	-6383.63342	eV
structure (SMILES)	CC1=CCCC1
gap between HOMO and LUMO	9.824	eV

Structure (XYZ):
```
16
C6H10 (ωB97M-V with the def2-TZVPD basis set)
C -1.14775 1.82892 -0.54946
C -0.46761 0.57041 -0.08877
C -1.03800 -0.58115 0.27725
C -0.04691 -1.71800 0.40300
C 1.32657 -0.97314 0.41542
C 1.04078 0.47618 -0.07011
H -0.76011 2.14108 -1.53127
H -2.22953 1.69265 -0.64807
H -0.96288 2.67066 0.13037
H -2.11405 -0.72105 0.35250
H -0.22150 -2.50132 1.15139
H -0.14444 -2.39007 -0.48831
H 1.83729 -0.93148 1.38836
H 1.98903 -1.50037 -0.27127
H 1.47037 0.68741 -1.06058
H 1.46875 1.24925 0.58955
```



2.
Entry from OMol25: a molecular structure, H35O18 in a non-equilibrium geometry (ωB97M-V with the def2-TZVPD basis set).

Output
F_max	12.5	eV/Å
ΔE to the lowest compared entry with this formula, charge and spin	522.5	kJ/mol
E	-37420.48154	eV
gap between HOMO and LUMO	8.794	eV
total charge	-1

Structure (XYZ):
```
53
H35O18 (ωB97M-V with the def2-TZVPD basis set)
O -0.53074 -1.93914 -0.02018
H 1.89149 -6.02331 1.59869
H -0.91831 0.03592 -6.39262
O 1.58990 1.80508 -0.70896
H 1.20395 1.14699 -1.38680
O 1.16900 -3.23722 2.90850
H 0.24272 -3.10246 2.94484
H 1.46878 -2.71474 3.52522
O -0.66354 -5.44635 -0.43439
H -2.17765 -0.93553 0.97458
H -1.44218 -4.90526 -0.34336
O 0.84657 -0.12535 1.83854
H 0.65527 -1.09086 1.70468
H -0.01761 -1.24899 -0.34746
O -1.39302 -0.35192 -2.50199
H -1.31134 0.47237 -1.03016
H -1.32537 -1.26191 -2.61247
O 2.43272 -5.44302 2.02107
H 3.68822 -1.31167 -0.32471
H 1.98486 -4.68160 1.96481
O -1.47865 0.64298 -0.06220
H -1.22314 2.44061 2.55029
H 3.56888 -0.06931 -1.50738
O -1.09888 4.54916 -1.51360
H -0.70944 3.69852 -1.57088
H -1.94348 4.43712 -1.17633
O 1.76500 4.65441 0.77019
H 1.59796 3.82846 0.19968
H 1.08594 5.15115 0.51482
O 3.57707 -0.30766 -0.49943
H 3.31964 2.31678 1.56732
H -2.28631 0.98688 -0.03705
O 3.24644 1.45868 2.27593
H 2.56582 0.87860 1.78951
H -0.95180 -6.39841 -0.70105
O 0.88615 0.51381 -3.04694
H 2.60560 1.25302 -0.62835
H -0.34318 0.13922 -3.01412
O -0.99608 0.81557 -5.95595
H 0.89491 0.32428 0.91525
H -1.51846 0.38689 -5.15112
O -2.16767 -0.70777 1.91362
H 0.05114 -2.68178 -0.17025
H -1.77959 0.22546 2.00814
O -1.76748 2.68172 1.65589
H 1.27756 0.97705 -3.69075
H -1.43715 1.91054 0.98586
O -2.70561 4.90354 0.62986
H -2.37409 5.78582 0.60390
H -2.34779 4.18699 0.84667
O -2.52062 -4.05704 1.08528
H -2.01319 -3.33688 1.47430
H -3.50704 -4.09585 1.07445
```



3.
Entry from OMol25: C3H7N in the gas phase in a non-equilibrium geometry (ωB97M-V with the def2-TZVPD basis set).

Output
F_max	4.3	eV/Å
ΔE to the lowest compared entry with this formula, charge and spin	123.4	kJ/mol
E	-4712.87794	eV
structure (SMILES)	C=NCC
gap between HOMO and LUMO	10.090	eV

Structure (XYZ):
```
11
C3H7N (ωB97M-V with the def2-TZVPD basis set)
C -0.33440 -1.02704 1.43880
N 0.68895 -0.59605 0.81621
C 0.82622 0.47366 -0.18999
C -0.40762 0.52931 -1.09408
H -1.34019 -0.75080 1.46866
H -0.00187 -1.82135 2.04715
H 1.06705 1.34752 0.30397
H 1.76450 0.12003 -0.76512
H -0.10354 0.91074 -2.00735
H -0.97709 -0.43170 -1.20101
H -1.18201 1.24568 -0.81725
```



4.
Entry from OMol25: a molecular structure, C31H40As2InN3O2P2S (ωB97M-V with the def2-TZVPD basis set).

Output
F_max	0.2	eV/Å
ΔE to the lowest compared entry with this formula, charge and spin	0.0	kJ/mol
E	-197615.36842	eV
gap between HOMO and LUMO	8.443	eV
total charge	+2

Structure (XYZ):
```
82
C31H40As2InN3O2P2S (ωB97M-V with the def2-TZVPD basis set)
In 0.05021 -0.58969 0.87224
C -0.24056 -4.12972 -0.68198
P 0.61370 -2.53776 -0.78716
C 0.71958 -2.26084 -2.58208
C 2.35185 -2.78975 -0.29750
C 2.87895 -4.07752 -0.30664
C 4.21432 -4.30335 -0.00562
C 5.04191 -3.23722 0.30249
C 4.52692 -1.94973 0.32951
C 3.18763 -1.70516 0.04120
P 2.54023 -0.00780 0.18815
C 3.01598 0.86942 -1.32798
C 3.51005 0.79790 1.49205
H -0.25056 -4.48835 0.34333
H 0.23517 -4.85257 -1.34511
H -1.26590 -3.98846 -1.02146
H 1.21078 -3.12505 -3.03156
H 1.28951 -1.36290 -2.80695
H -0.27757 -2.14603 -3.00691
H 2.24870 -4.92363 -0.54301
H 4.60356 -5.31221 -0.01416
H 6.08575 -3.40400 0.53058
H 5.18769 -1.13330 0.58888
H 4.09825 0.84640 -1.46245
H 2.68045 1.90621 -1.25803
H 2.54116 0.41054 -2.19296
H 4.56898 0.84931 1.24133
H 3.37020 0.25184 2.42364
H 3.14511 1.81979 1.60808
N -3.09565 -1.41948 3.63499
C -3.66637 -2.19189 2.63168
C -4.73169 -3.08371 2.63132
C -5.04790 -3.65970 1.41812
C -4.33927 -3.34900 0.24607
C -3.28275 -2.46229 0.25655
C -2.94130 -1.89184 1.47931
N -1.95643 -0.96463 1.80266
C -2.08820 -0.71328 3.09281
C -1.23123 0.24423 3.77893
C -1.23911 0.60528 5.09091
S -0.03873 1.77974 5.37373
C 0.40558 1.70951 3.72896
N -0.28887 0.88174 3.00724
H -3.39357 -1.38277 4.59604
H -5.28923 -3.31446 3.52841
H -5.86957 -4.35993 1.36425
H -4.64001 -3.81229 -0.68369
H -2.75366 -2.20401 -0.65258
H -1.87355 0.25525 5.88878
H 1.21093 2.31433 3.33920
C -2.26646 2.47791 1.11802
As -1.25475 1.55123 -0.25723
C -2.76673 0.98202 -1.34078
C -0.35558 3.00745 -1.17963
C -0.14011 4.18532 -0.46523
C 0.52698 5.25230 -1.04851
C 0.98048 5.14889 -2.35343
C 0.76746 3.97727 -3.06544
C 0.10722 2.89285 -2.49512
As -0.17437 1.23782 -3.50258
C -1.61251 1.85714 -4.68072
C 1.26986 1.36156 -4.81723
H -2.86239 3.25758 0.64580
H -1.62173 2.90911 1.87739
H -2.92722 1.74971 1.58551
H -3.25209 1.85089 -1.78269
H -3.46880 0.47794 -0.67579
H -2.44975 0.29580 -2.12230
H -0.49722 4.29504 0.54937
H 0.68148 6.16207 -0.48437
H 1.49453 5.97847 -2.81999
H 1.12399 3.91480 -4.08565
H -1.33896 2.81107 -5.12909
H -2.54386 1.97441 -4.13038
H -1.76035 1.11795 -5.46719
H 1.12307 2.20130 -5.49415
H 1.25871 0.44441 -5.40578
H 2.24148 1.45534 -4.33487
O 1.23422 -1.33931 2.51666
C 0.90356 -2.56211 2.75585
O 0.03199 -3.15918 2.13654
H 1.46051 -3.04487 3.57075
```



no.,E_LUMO (eV)
1,1.154
2,2.193
3,1.157
4,-5.091